Entry 1:
A molecular structure, C33H39AsI2N4O3Ru. Source: the Open Molecules 2025 dataset; level of theory: ωB97M-V/def2-TZVPD.

ORCA input file:
```
! wB97M-V def2-TZVPD RIJCOSX def2/J DEFGRID3
* xyz 1 2
Ru 0.3129 0.1689 -0.2132
I 3.0280 0.4677 1.0686
C 2.3628 -1.1703 2.3320
I 0.2054 -1.2615 2.5092
H 2.7955 -1.0457 3.3198
H 2.6984 -2.0940 1.8706
C -3.9901 -0.3824 -1.5330
C -2.7502 -0.9687 -0.9210
O -2.0550 -0.3337 -0.1329
N -2.4464 -2.2317 -1.2847
C -1.2951 -2.9340 -0.7468
C -0.0615 -2.7730 -1.6102
C 0.1145 -3.5572 -2.7425
C 1.2564 -3.4076 -3.5136
C 2.2043 -2.4816 -3.1055
C 1.9581 -1.7349 -1.9706
N 0.8449 -1.8550 -1.2384
H -4.6450 -0.0350 -0.7372
H -4.5231 -1.0951 -2.1534
H -3.7151 0.4854 -2.1306
H -3.0232 -2.7114 -1.9575
H -1.5447 -3.9914 -0.6405
H -1.0982 -2.5160 0.2443
H -0.6392 -4.2773 -3.0171
H 1.4106 -4.0104 -4.3940
H 3.1236 -2.3492 -3.6490
H 2.6897 -1.0168 -1.6157
C -5.1461 4.9905 -3.8473
C -3.8151 4.6892 -3.2378
C -2.6382 5.1191 -3.8206
C -1.3839 4.8456 -3.2734
C -0.2264 5.4918 -3.9808
C -1.3114 4.0779 -2.1074
As 0.3019 3.2628 -1.1904
N 0.0892 1.5711 -1.8549
C -0.1490 1.2557 -3.1417
C -0.6936 -0.0047 -3.4655
C -0.9093 -0.3810 -4.7699
C -0.5805 0.4760 -5.8117
C -0.0657 1.7305 -5.5173
C 0.1411 2.1209 -4.2156
C 1.9689 4.0356 -1.9695
C 2.9710 3.3365 -2.6460
C 3.0320 1.8405 -2.7296
C 3.9813 4.0564 -3.2760
C 4.0553 5.4374 -3.2061
C 5.0957 6.2013 -3.9576
C 3.1374 6.1004 -2.3947
C 2.1194 5.4194 -1.7527
C 1.1882 6.1591 -0.8386
C -2.5045 3.7036 -1.4626
C -2.4908 3.0337 -0.1252
C -3.7272 3.9982 -2.0368
H -5.0332 5.5386 -4.7785
H -5.7454 5.5868 -3.1615
H -5.6907 4.0684 -4.0443
H -2.6804 5.7078 -4.7286
H -0.3457 5.4051 -5.0601
H 0.7351 5.0799 -3.6967
H -0.2146 6.5545 -3.7338
H -0.9742 -0.6540 -2.6494
H -1.3437 -1.3461 -4.9856
H -0.7432 0.1826 -6.8360
H 0.1744 2.4138 -6.3177
H 0.5590 3.0899 -4.0023
H 2.4124 1.3846 -1.9560
H 4.0600 1.5117 -2.5870
H 2.6951 1.4857 -3.7046
H 4.7262 3.5100 -3.8366
H 5.7368 5.5301 -4.5211
H 5.7092 6.7866 -3.2757
H 4.6187 6.8945 -4.6498
H 3.2179 7.1706 -2.2637
H 1.4221 7.2215 -0.8279
H 1.2904 5.7665 0.1780
H 0.1455 6.0299 -1.1445
H -1.9315 3.6523 0.5835
H -2.0253 2.0428 -0.1839
H -3.4989 2.9136 0.2651
H -4.6329 3.6964 -1.5315
O -1.1294 2.9307 2.7263
N -0.4488 2.0206 2.3476
O 0.1326 1.9462 1.2500
*
```

HOMO energy (alpha / beta) (eV): -9.436 / -9.397
Orbital gap (alpha / beta) (eV): 4.1025 / 4.4882
LUMO energy (alpha / beta) (eV): -5.3 / -4.9

These are the Mulliken partial charges, in e, on atoms 1 to 8:
1. Ru 0.5023
2. I 0.2484
3. C -0.9245
4. I 0.1853
5. H 0.4948
6. H 0.4408
7. C -1.1436
8. C 0.5466


Entry 2:
A molecular structure, C33H39BiN3O3P2. Source: the Open Molecules 2025 dataset; level of theory: ωB97M-V/def2-TZVPD.

ORCA input file:
```
! wB97M-V def2-TZVPD RIJCOSX def2/J DEFGRID3
* xyz 3 1
Bi 0.2044 0.6805 -0.2245
C 2.3522 -3.6996 -1.8649
N 1.7403 -2.7141 -2.7370
C 1.9306 -2.9409 -4.1553
C 1.0281 -1.7251 -2.2513
O 0.9077 -1.5195 -1.0134
C 0.3153 -0.7845 -3.2227
O -0.7386 -0.0669 -2.5957
C -1.9611 -0.7595 -2.4518
C -2.1730 -1.2809 -1.0345
O -1.5287 -0.7379 -0.0743
N -3.0490 -2.2212 -0.7900
C -3.2712 -2.6922 0.5650
C -3.9448 -2.8184 -1.7566
H 3.4270 -3.7334 -2.0396
H 2.1544 -3.4569 -0.8223
H 1.9399 -4.6840 -2.0989
H 2.7630 -3.6269 -4.2847
H 1.0483 -3.3979 -4.6051
H 2.1724 -2.0206 -4.6795
H 1.0229 -0.0228 -3.5671
H -0.0669 -1.3267 -4.0927
H -2.7559 -0.0279 -2.6573
H -2.0330 -1.5652 -3.1876
H -2.7432 -2.0491 1.2612
H -4.3368 -2.6714 0.7858
H -2.9195 -3.7193 0.6716
H -3.7132 -2.5464 -2.7788
H -3.9078 -3.9037 -1.6592
H -4.9663 -2.4973 -1.5465
C 0.1540 2.6535 3.7412
N 0.0077 1.8539 2.5198
P 0.7077 0.2836 2.3166
C 0.2009 -0.6808 3.7701
C 0.9770 -0.4592 4.9058
C 0.5394 -0.9315 6.1281
C -0.6611 -1.6177 6.2190
C -1.3999 -1.8858 5.0752
C -0.9731 -1.4208 3.8441
C 2.5179 0.2656 2.3426
C 2.9742 -0.9166 1.7459
C 4.3205 -1.2193 1.7402
C 5.2179 -0.3379 2.3283
C 4.7713 0.8337 2.9188
C 3.4187 1.1475 2.9314
P -1.3666 2.0068 1.4689
C -1.7151 3.7738 1.2832
C -1.3056 4.4110 0.1083
C -1.6336 5.7379 -0.1015
C -2.3711 6.4283 0.8507
C -2.7703 5.7992 2.0222
C -2.4567 4.4681 2.2414
C -2.8563 1.2195 2.1565
C -3.8392 0.9203 1.2128
C -4.9972 0.2753 1.6004
C -5.1981 -0.0272 2.9397
C -4.2369 0.3036 3.8811
C -3.0495 0.9076 3.4975
H -0.6017 2.4297 4.4970
H 0.0938 3.7105 3.4721
H 1.1330 2.4722 4.1774
H 1.9131 0.0760 4.8317
H 1.1389 -0.7488 7.0043
H -1.0148 -1.9482 7.1811
H -2.3150 -2.4517 5.1422
H -1.5426 -1.6303 2.9530
H 2.2494 -1.5957 1.3078
H 4.6684 -2.1404 1.2998
H 6.2699 -0.5691 2.3332
H 5.4817 1.4993 3.3877
H 3.0893 2.0633 3.4003
H -0.7475 3.8592 -0.6420
H -1.3310 6.2348 -1.0115
H -2.6501 7.4546 0.6650
H -3.3410 6.3439 2.7598
H -2.7908 3.9653 3.1415
H -3.6925 1.2226 0.1833
H -5.7560 0.0352 0.8717
H -6.1106 -0.5140 3.2470
H -4.4139 0.0978 4.9251
H -2.2963 1.1296 4.2370
*
```

HOMO energy (eV): -16.621
Orbital gap (eV): 7.6983
LUMO energy (eV): -8.9

These are the Mulliken partial charges, in e, on atoms 1 to 8:
1. Bi 1.1506
2. C -0.9338
3. N 0.0717
4. C -0.9859
5. C 1.0614
6. O -0.7415
7. C -1.0829
8. O -0.4195


Entry 3:
A molecular structure, C33H39F5N3O4SW. Source: the Open Molecules 2025 dataset; level of theory: ωB97M-V/def2-TZVPD.

ORCA input file:
```
! wB97M-V def2-TZVPD RIJCOSX def2/J DEFGRID3
* xyz 3 1
W -0.1194 -0.2841 -0.1187
C -3.3796 0.7792 -0.4450
N -1.9963 1.3255 -0.4743
C -1.9891 2.4950 0.5013
C -1.3536 2.3021 1.8761
C -1.3946 0.8865 2.4458
N -0.2008 0.1379 1.9799
C 0.7844 0.0369 2.8169
C 2.1087 -0.4341 2.5701
C 3.0177 -0.5268 3.6324
C 4.3019 -0.9765 3.4104
C 4.6913 -1.3356 2.1185
C 3.8058 -1.2557 1.0504
C 2.5328 -0.8057 1.2997
O 1.6289 -0.7489 0.2733
C -1.8333 1.9432 -1.8372
C -2.0338 1.0019 -3.0201
C -1.1528 -0.2517 -2.9671
N 0.0420 0.0943 -2.1764
C 1.0406 0.6828 -2.7527
C 2.0129 1.4789 -2.0825
C 3.1016 2.0212 -2.7873
C 3.8844 2.9909 -2.2075
C 3.5613 3.4615 -0.9294
C 2.4771 2.9594 -0.2254
C 1.7225 1.9557 -0.7988
O 0.6504 1.4655 -0.1279
H -4.0656 1.5489 -0.8010
H -3.6559 0.5106 0.5671
H -3.4670 -0.0917 -1.0823
H -3.0349 2.7677 0.6313
H -1.5060 3.3389 0.0170
H -1.8626 2.9768 2.5634
H -0.3144 2.6188 1.8542
H -2.2825 0.3430 2.1384
H -1.3796 0.9166 3.5323
H 0.5866 0.3704 3.8338
H 2.6967 -0.2463 4.6301
H 5.0028 -1.0522 4.2300
H 5.7006 -1.6846 1.9395
H 4.0966 -1.5325 0.0447
H -0.8518 2.4077 -1.8661
H -2.5637 2.7496 -1.9191
H -1.7840 1.5881 -3.9059
H -3.0777 0.7122 -3.1359
H -0.8564 -0.5796 -3.9618
H -1.6548 -1.0885 -2.4906
H 1.0850 0.6242 -3.8394
H 3.3148 1.6649 -3.7891
H 4.7292 3.4040 -2.7418
H 4.1637 4.2408 -0.4794
H 2.2282 3.3268 0.7625
C -5.1687 -1.3647 3.1201
C -4.6807 -2.1262 1.8888
C -3.2683 -2.6829 2.1094
S -2.1602 -2.7332 0.7065
O -1.8673 -1.1924 0.4108
C -3.2158 -3.2425 -0.6644
C -2.4348 -4.0425 -1.7072
C -1.8792 -5.3607 -1.1717
H -5.2759 -2.0255 3.9814
H -6.1420 -0.9149 2.9284
H -4.4744 -0.5648 3.3965
H -4.7080 -1.4756 1.0142
H -5.3607 -2.9523 1.6827
H -3.2717 -3.7250 2.4474
H -2.7028 -2.1158 2.8547
H -3.6473 -2.3259 -1.0649
H -4.0151 -3.8352 -0.2134
H -1.6375 -3.4252 -2.1310
H -3.1367 -4.2417 -2.5195
H -1.2769 -5.2217 -0.2669
H -1.2405 -5.8379 -1.9144
H -2.6837 -6.0596 -0.9373
F 2.9868 -6.5499 -0.2432
C 2.2736 -5.4588 -0.3924
C 1.8323 -4.7562 0.7237
F 2.1278 -5.1747 1.9406
C 1.0828 -3.6144 0.5511
F 0.6564 -2.9609 1.6497
C 0.7646 -3.1343 -0.7182
O 0.0061 -2.0507 -0.9685
C 1.2255 -3.8493 -1.8204
F 0.9316 -3.4143 -3.0431
C 1.9657 -5.0024 -1.6653
F 2.3834 -5.6672 -2.7263
*
```

HOMO energy (eV): -16.751
Orbital gap (eV): 5.7557
LUMO energy (eV): -11.0

These are the Mulliken partial charges, in e, on atoms 1 to 8:
1. W 1.6780
2. C -1.4001
3. N 1.2474
4. C -1.0176
5. C -0.8062
6. C -0.5361
7. N -0.2129
8. C -0.1464


We obtain largest force on an atom values of 4.59, 1.66, 1.34 eV/Å for the records listed above, in that order.
We obtain calculated total energy values of -4651.2733, -2567.3263, -2709.7917 Ha for the records listed above, in that order.